DFT (wB97M-V/def2-TZVPD) results for a structure of composition C15H31FP2Zr in a non-equilibrium geometry.

- LUMO level (hartree) = -0.2340
- energy above the lowest of the compared OMol25 structures with the same formula, charge and spin (kcal per mole) = 0.0
- total charge = +2
- F_max (eV Å⁻¹) = 3.8
- highest occupied orbital energy (eV) = -14.18
- electronic energy (Ha) = -1419.1211

The geometry in XYZ format:
```
50
Properties=species:S:1:pos:R:3:lowdin_charge:R:1
P -0.040 -1.908 -5.477 0.929
P 0.061 2.131 -5.139 0.929
C -0.503 -0.456 -6.514 -0.282
C 0.293 0.885 -6.484 -0.283
H -1.587 -0.277 -6.400 0.104
H -0.381 -0.849 -7.539 0.123
H 1.375 0.710 -6.622 0.104
H -0.027 1.442 -7.382 0.120
C -1.577 2.819 -5.456 -0.136
H -1.839 3.558 -4.686 0.089
H -2.354 2.042 -5.486 0.071
H -1.549 3.327 -6.430 0.080
C 1.260 3.403 -5.630 -0.146
H 0.865 3.961 -6.488 0.077
H 2.213 2.937 -5.905 0.075
H 1.430 4.103 -4.800 0.079
C -1.327 -3.107 -5.924 -0.144
H -1.409 -3.885 -5.153 0.078
H -1.061 -3.581 -6.877 0.076
H -2.296 -2.604 -6.026 0.074
C 1.509 -2.539 -6.157 -0.132
H 2.206 -1.729 -6.414 0.073
H 1.275 -3.109 -7.066 0.078
H 1.997 -3.215 -5.441 0.086
Zr 0.526 -0.285 -1.171 1.730
C 0.328 2.059 -3.404 -0.428
C -0.815 1.297 -2.726 -0.295
C -1.382 0.109 -3.458 -0.257
C -1.121 -1.364 -2.980 -0.201
C 0.068 -2.085 -3.742 -0.439
C 1.381 -1.444 -3.233 -0.295
C 1.761 -0.111 -3.852 -0.254
C 1.656 1.244 -3.063 -0.193
C -1.136 -0.339 0.284 -0.273
H 0.409 3.090 -3.025 0.143
H -1.529 1.874 -2.133 0.092
H -1.033 0.152 -4.510 0.024
H -2.478 0.252 -3.590 0.137
H -1.043 -1.490 -1.835 0.061
H -2.056 -1.922 -3.171 0.131
H 0.043 -3.164 -3.522 0.143
H 2.218 -2.121 -3.050 0.095
H 1.124 0.012 -4.745 0.015
H 2.765 -0.184 -4.325 0.138
H 1.828 1.159 -1.919 0.082
H 2.532 1.849 -3.357 0.127
H -0.713 0.003 1.246 0.019
H -1.561 -1.343 0.453 0.013
H -1.964 0.337 0.023 0.012
F 2.111 -0.291 -0.118 -0.448
```